Entry 1:
{
  "formula": "C45H42AsN4O2PRuS2",
  "method": "the ωB97M-V functional and the def2-TZVPD basis",
  "symbols": ["Ru", "O", "S", "O", "N", "C", "C", "C", "C", "C", "C", "C", "C", "N", "C", "C", "C", "C", "C", "C", "C", "H", "H", "H", "H", "H", "H", "H", "H", "H", "H", "H", "N", "C", "C", "N", "C", "H", "H", "H", "H", "C", "P", "C", "C", "H", "H", "H", "H", "H", "H", "H", "H", "H", "C", "C", "C", "C", "C", "C", "As", "C", "C", "C", "C", "C", "C", "C", "C", "C", "C", "C", "C", "H", "H", "H", "H", "H", "H", "H", "H", "H", "H", "H", "H", "H", "S", "C", "C", "C", "C", "C", "C", "H", "H", "H", "H", "H"],
  "positions_angstrom": [[-2.49455, -0.43224, -2.04903], [-0.45419, -0.28439, 0.70873], [-0.96200, 1.06993, 0.79123], [-0.02861, 2.11549, 1.15968], [-1.78210, 1.27108, -0.67426], [-2.42248, 2.42458, -0.96464], [-2.20323, 3.67842, -0.37010], [-3.02305, 4.79904, -0.59329], [-4.00094, 4.77182, -1.60074], [-4.19053, 3.57958, -2.35516], [-5.11315, 3.47106, -3.43914], [-5.05944, 2.31944, -4.24064], [-4.06183, 1.39540, -3.98472], [-3.35376, 1.34727, -2.85593], [-3.42146, 2.42692, -2.04306], [-2.12279, 1.17078, 2.06442], [-1.63051, 1.07326, 3.36635], [-2.50844, 1.05867, 4.49426], [-3.82587, 1.14384, 4.23188], [-4.34457, 1.23119, 2.95506], [-3.51185, 1.28936, 1.88836], [-1.41141, 3.62354, 0.47615], [-2.82716, 5.76157, -0.09792], [-4.63119, 5.62821, -1.78234], [-5.76706, 4.27653, -3.74038], [-5.78793, 2.08234, -4.98778], [-3.75736, 0.60274, -4.69289], [-0.57264, 1.14211, 3.44375], [-2.05618, 0.91102, 5.49869], [-4.55832, 1.04485, 5.01199], [-5.44177, 1.29680, 2.86400], [-3.87767, 1.35399, 0.85368], [-3.16205, -3.28686, 1.19739], [-2.72638, -4.10110, 0.18372], [-2.42062, -3.23559, -0.85975], [-2.64266, -1.91617, -0.44984], [-3.26117, -2.01112, 0.77311], [-3.41826, -3.62341, 2.12860], [-2.86205, -5.13497, 0.15931], [-1.75267, -3.40536, -1.70299], [-3.51121, -1.20025, 1.40678], [0.36973, 0.90999, -3.24583], [-0.44783, -0.61458, -2.87693], [0.92005, -1.40809, -2.08643], [-0.73822, -1.42561, -4.55398], [1.28390, 0.67785, -3.84591], [0.64746, 1.45855, -2.33350], [-0.32937, 1.60936, -3.80935], [0.56965, -2.45547, -1.86479], [1.26528, -0.85168, -1.24767], [1.78461, -1.57736, -2.76910], [-1.50138, -0.87587, -5.13343], [-1.18236, -2.39664, -4.49922], [0.26629, -1.57148, -5.06087], [4.11010, -1.62594, 6.42481], [4.26153, -2.24572, 5.16920], [4.02369, -1.52724, 3.98761], [3.64120, -0.18693, 4.06274], [3.50482, 0.44851, 5.31034], [3.65144, -0.31045, 6.48279], [3.41350, 0.75833, 2.39242], [4.99530, -0.10265, 1.48523], [5.18359, -1.28542, 0.68021], [6.43334, -1.71298, 0.33466], [7.57019, -0.96080, 0.63343], [7.39005, 0.28711, 1.19501], [6.09617, 0.75082, 1.48064], [5.81762, 2.09774, 2.16349], [6.76736, 3.10585, 2.39450], [6.42546, 4.27192, 3.06234], [5.08856, 4.47813, 3.50252], [4.17645, 3.46078, 3.37806], [4.56857, 2.25444, 2.76179], [4.34827, -2.10533, 7.39622], [4.48262, -3.32117, 5.08708], [4.27173, -1.99117, 3.01243], [3.20256, 1.51278, 5.51239], [3.47196, 0.19921, 7.42503], [4.25299, -1.77653, 0.51754], [6.58375, -2.64834, -0.18273], [8.52998, -1.20969, 0.21716], [8.24165, 0.94818, 1.47032], [7.84386, 3.03766, 2.08505], [7.18529, 4.98220, 3.21002], [4.80825, 5.39823, 4.04917], [3.16305, 3.51596, 3.80008], [-3.95011, -1.52001, -3.41648], [-3.67624, -3.05808, -4.19848], [-3.87943, -4.35892, -3.61506], [-3.67765, -5.53249, -4.31998], [-3.49556, -5.47551, -5.72738], [-3.31693, -4.25194, -6.31936], [-3.44965, -3.06026, -5.59450], [-4.13628, -4.38419, -2.55595], [-3.71869, -6.46408, -3.76867], [-3.49477, -6.34782, -6.36409], [-3.06149, -4.16613, -7.37498], [-3.59475, -2.08640, -6.09216]],
  "mulliken_charge": [0.326, -0.596, 0.214, -0.595, 0.867, -0.156, -0.153, -0.815, -0.856, 0.598, -0.680, -1.045, -0.138, 0.291, 0.230, 0.583, -1.030, -0.858, -0.392, -0.484, -0.105, 0.396, 0.412, 0.432, 0.456, 0.441, 0.508, 0.782, 0.394, 0.366, 0.399, 0.201, -0.023, -0.877, -0.793, 0.694, -0.534, 0.259, 0.445, 0.680, 0.347, -1.469, 1.768, -1.311, -1.415, 0.487, 0.301, 0.331, 0.304, 0.372, 0.472, 0.288, 0.327, 0.464, -0.511, -0.556, -0.149, 0.830, -0.307, -0.491, 0.550, -0.387, -0.409, -0.451, -0.633, -0.412, 0.422, 0.536, -0.404, -0.743, -0.495, -0.434, -0.014, 0.329, 0.348, 0.095, 0.149, 0.384, 0.520, 0.399, 0.372, 0.225, 0.209, 0.460, 0.330, 0.332, -0.322, 0.496, -0.374, -0.629, -0.457, -0.624, -0.282, 0.459, 0.399, 0.386, 0.382, 0.361],
  "de_lowest_kcal_mol": 52.31,
  "charge": 1,
  "energy_ha": -5577.48912,
  "multiplicity": 6,
  "e_homo_ev": [-9.49, -9.76],
  "gap_ha": [0.245, 0.179]
}

---

Entry 2:
{
  "formula": "C45H42NO3P3S5Ti",
  "method": "the ωB97M-V functional and the def2-TZVPD basis",
  "symbols": ["Ti", "O", "S", "C", "C", "C", "C", "C", "C", "P", "C", "C", "C", "C", "C", "C", "C", "C", "C", "C", "C", "C", "C", "C", "C", "C", "C", "C", "P", "C", "C", "C", "C", "C", "C", "C", "C", "C", "C", "C", "C", "H", "H", "H", "H", "H", "H", "H", "H", "H", "H", "H", "H", "H", "H", "H", "H", "H", "H", "H", "H", "H", "H", "H", "H", "H", "H", "H", "H", "S", "C", "C", "C", "C", "C", "N", "H", "H", "H", "H", "C", "C", "O", "P", "S", "S", "O", "C", "C", "H", "H", "H", "H", "H", "H", "H", "H", "H", "H", "S"],
  "positions_angstrom": [[-0.41109, -0.92743, -1.50354], [-3.71838, 0.05396, 2.52423], [-2.64438, 0.46982, 1.56263], [-3.22005, 2.09587, 0.96875], [-4.45189, 2.50318, 1.45910], [-4.93090, 3.76512, 1.14551], [-4.16730, 4.61308, 0.35254], [-2.94944, 4.17640, -0.14609], [-2.45796, 2.90089, 0.13310], [-0.84747, 2.26011, -0.54431], [-1.01183, 2.97075, -2.25157], [0.10559, 3.32305, -3.00359], [-0.02204, 3.81755, -4.29693], [-1.27171, 3.96187, -4.87279], [-2.39517, 3.59258, -4.14426], [-2.26423, 3.09626, -2.85740], [0.27091, 3.52294, 0.26572], [1.61809, 3.58807, -0.12121], [2.52426, 4.38636, 0.56186], [2.12696, 5.10905, 1.67899], [0.81475, 5.01261, 2.11137], [-0.09848, 4.23358, 1.41321], [-1.35227, 1.15193, 2.66346], [-1.79610, 2.05312, 3.62797], [-0.92060, 2.55933, 4.56463], [0.41169, 2.15424, 4.54049], [0.83860, 1.23580, 3.60138], [-0.03138, 0.70190, 2.63974], [0.43982, -0.73853, 1.53324], [0.11685, -1.93176, 2.90561], [1.03584, -2.19060, 3.92626], [0.70732, -3.02973, 4.97665], [-0.55423, -3.61496, 5.03341], [-1.47887, -3.34597, 4.03958], [-1.14711, -2.50929, 2.98099], [2.26133, -0.57724, 1.47876], [2.74978, 0.69125, 1.16113], [4.10107, 0.90625, 0.95863], [4.98849, -0.15982, 1.05239], [4.51213, -1.42675, 1.34382], [3.15272, -1.63980, 1.54708], [-5.00561, 1.82151, 2.09262], [-5.89396, 4.08592, 1.52582], [-4.52393, 5.60817, 0.11294], [-2.36359, 4.83216, -0.78061], [1.09611, 3.16753, -2.61023], [0.87250, 4.06194, -4.85784], [-1.37216, 4.33479, -5.88575], [-3.38169, 3.65993, -4.58796], [-3.15064, 2.76906, -2.33725], [1.98060, 2.94968, -0.91331], [3.55774, 4.42175, 0.23578], [2.84157, 5.71590, 2.22290], [0.49916, 5.54224, 3.00355], [-1.11612, 4.16689, 1.77161], [-2.84079, 2.33961, 3.63757], [-1.26778, 3.26470, 5.31066], [1.11773, 2.54616, 5.26332], [1.87082, 0.91015, 3.61165], [2.01010, -1.72162, 3.89115], [1.43178, -3.22685, 5.75889], [-0.81528, -4.27201, 5.85521], [-2.46722, -3.78877, 4.07480], [-1.87919, -2.29882, 2.20992], [2.05670, 1.51489, 1.06495], [4.45822, 1.89582, 0.69981], [6.04597, -0.00375, 0.87153], [5.19515, -2.26731, 1.38562], [2.78520, -2.64065, 1.72995], [0.92916, -3.31474, -0.05584], [-0.74477, -3.60299, 0.07773], [-1.29039, -4.76955, 0.65750], [-2.65181, -4.88733, 0.79188], [-3.47761, -3.84974, 0.34916], [-2.88397, -2.75027, -0.23150], [-1.55845, -2.62026, -0.36893], [-0.61733, -5.53944, 1.00788], [-3.07996, -5.77429, 1.24730], [-4.55344, -3.90262, 0.44548], [-3.46500, -1.92281, -0.62008], [0.49360, -5.10172, -6.83639], [1.06411, -4.35910, -5.64251], [0.90877, -2.97298, -5.85613], [1.13998, -1.85487, -4.62323], [1.32855, 0.29563, -1.95096], [-0.25750, -2.58060, -3.23317], [2.62099, -2.37325, -4.11508], [2.93518, -3.30080, -3.08894], [3.81626, -2.63835, -2.04803], [0.60622, -6.18186, -6.70902], [1.00522, -4.79870, -7.75241], [-0.56664, -4.86728, -6.94153], [2.13061, -4.59262, -5.52032], [0.55191, -4.66521, -4.72454], [3.46197, -4.14473, -3.55693], [2.02271, -3.67175, -2.62153], [4.74116, -2.27720, -2.50856], [4.05722, -3.34967, -1.25463], [3.29173, -1.78345, -1.61703], [-2.33326, -0.05152, -2.06756]],
  "mulliken_charge": [1.129, -0.884, 1.496, -0.774, -0.284, -0.687, -0.850, 0.215, -0.631, 0.923, 0.785, -0.094, -0.983, -0.529, -0.820, -0.336, 0.959, -0.715, -0.609, -0.747, -0.781, -0.506, -0.319, -0.671, -0.762, -0.792, -0.575, 0.176, 1.932, 1.525, -0.748, -0.750, -0.742, -1.181, 0.049, 0.845, -0.544, -0.757, -0.705, -0.962, -0.667, 0.568, 0.361, 0.400, 0.586, 0.264, 0.392, 0.339, 0.370, 0.546, 0.148, 0.413, 0.350, 0.409, 0.234, 0.502, 0.377, 0.401, 0.325, 0.288, 0.424, 0.345, 0.468, 0.259, 0.123, 0.371, 0.340, 0.398, 0.590, -0.504, 0.572, -0.810, -0.303, -1.019, -0.684, 0.739, 0.429, 0.362, 0.442, 0.353, -1.464, 0.318, -0.330, 0.156, -0.646, -0.374, -0.348, -0.044, -0.865, 0.379, 0.312, 0.336, 0.058, 0.262, 0.267, 0.213, 0.444, 0.306, -0.187, -0.593],
  "de_lowest_kcal_mol": 0.00,
  "charge": -2,
  "energy_ha": -5885.15213,
  "e_homo_ev": -1.58,
  "gap_ha": 0.209
}